1.
This record from the OMol25 dataset describes a structure of composition C28H26HfN7O9S6Sb at a distorted geometry. The level of theory is wB97M-V/def2-TZVPD.

ORCA input file:
```
! RIJCOSX wB97M-V def2-TZVPD def2/J DEFGRID3
* xyz -2 1
Hf 0.6760 0.4577 0.1936
Sb -0.3225 -3.6460 -1.7279
S 2.1074 -0.9962 -4.6494
S 1.0000 -5.7270 -1.9378
S -2.6371 -3.8286 -2.5495
S 1.7957 -2.9676 -4.1187
S -0.9725 -3.2698 0.6629
S 3.6505 1.4330 -0.1036
O 3.7535 0.1198 -0.7302
O 2.6875 0.1059 -3.9150
O -4.8163 -1.0139 -2.0401
O 0.9259 1.4192 -1.4910
O -2.7746 0.8645 1.8828
O -0.3219 -1.0151 -1.3559
O 4.7439 2.0400 0.6416
O 2.3906 1.4289 0.8399
O 2.6448 -0.9918 -5.9859
N -2.6364 -1.0805 -1.6198
N -0.1951 2.2622 1.2360
N 2.5185 -3.5028 -0.0975
N -1.5992 0.1524 0.0438
N 1.6419 -1.4770 0.6378
N 0.7339 0.0532 2.3683
N 1.3148 -1.0522 2.8699
C 1.2656 3.2199 -2.9980
C 2.2173 3.8044 -3.8358
C -1.5152 -0.6958 -1.0050
C 3.4161 -4.6427 3.8626
C 3.4223 -5.1338 1.4746
C 2.7754 -3.9086 1.2474
C -5.1498 -0.3510 0.7458
C -4.6313 1.7141 -0.5896
C 3.0404 2.5221 -1.4715
C -4.0970 0.3315 -0.0992
C 1.7063 2.4106 -1.9457
C 3.5419 3.7484 -3.4213
C -0.7530 4.5521 1.4583
C 2.0685 -2.3009 -0.3447
C 2.4981 -3.0073 2.2737
C 0.2955 0.9963 3.1634
C 1.7895 -1.8010 1.9325
C 3.9358 3.2783 -2.1640
C -0.1901 2.1812 2.6070
C 3.7043 -5.5142 2.7967
C -2.7973 0.4844 0.7132
C 2.8163 -3.4154 3.5849
C -0.5308 3.2465 3.4248
C -4.7137 -1.7243 1.3539
C -0.4190 3.4851 0.6899
C -3.6709 2.4397 -1.5545
C -3.9067 -0.5870 -1.3788
C -0.7913 4.4543 2.8805
H -4.7254 2.3837 0.3093
H -6.0060 -0.4821 0.1094
H -2.7387 2.6809 -1.0240
H 0.1648 0.7396 4.2080
H -2.6527 -1.9847 -2.2286
H 4.1719 -6.4931 3.0517
H -0.3638 3.5714 -0.4027
H -5.3715 0.3996 1.5162
H -5.6191 1.5358 -1.0002
H -1.1173 5.4200 0.9286
H -3.7618 -1.6362 1.9070
H 3.5832 -4.8594 4.9209
H 1.8328 -2.0227 -1.4009
H 4.3285 4.1176 -4.1038
H -3.4382 1.8576 -2.4326
H -5.4849 -2.1375 2.0357
H 2.4424 -4.2681 -0.8362
H 4.9539 3.3975 -1.7324
H 0.2060 3.2973 -3.1105
H -4.6120 -2.4697 0.5570
H -1.0821 5.2719 3.4805
H -0.5639 3.0616 4.4863
H 1.9579 4.1843 -4.8131
H 2.6521 -2.7318 4.4148
H 3.7565 -5.7580 0.6274
H -4.1490 3.3695 -1.9231
*
```

**Energy**: -131177.361 eV
**ΔE to the lowest compared entry with this formula, charge and spin**: 43.1 kcal/mol
**Maximum force**: 0.0742 hartree/bohr

***

2.
This record from the OMol25 dataset describes a structure of composition C28H26IN3SV at a distorted geometry. The level of theory is wB97M-V/def2-TZVPD.

ORCA input file:
```
! RIJCOSX wB97M-V def2-TZVPD def2/J DEFGRID3
* xyz 2 2
I 1.9784 -0.0765 1.5431
V 0.0523 0.8040 -0.6229
S -3.3540 1.7405 -3.6044
N -1.0642 0.2717 0.8500
N -1.4800 1.5642 -1.9044
N 0.2402 2.5126 0.2062
C -1.6257 -2.0504 0.4263
C -2.1328 0.8897 -2.8390
C 1.2980 0.2802 -2.9140
C -1.2270 -1.9442 -1.0216
C 4.9987 -1.4766 -1.9500
C -1.2240 -0.2362 3.8198
C -1.4413 1.3840 1.4837
C -1.4552 -1.0129 1.3535
C 0.7505 3.7398 0.1073
C -1.6081 -1.2163 2.7340
C -0.8438 3.8795 1.6881
C 1.6209 0.1042 -1.5793
C 5.3685 -1.6560 -0.6468
C 4.5090 -1.2573 0.3965
C 3.3640 -0.6989 -3.6237
C 3.7513 -0.8925 -2.2733
C -2.0649 -2.4652 3.1425
C -2.4095 0.3031 4.6199
C 2.1697 -0.1216 -3.9458
C -1.9939 2.8436 -1.7950
C -3.0101 3.1082 -2.6480
C 0.0473 -2.7227 -1.3290
C 3.3059 -0.6905 0.0836
C -0.7768 2.5672 1.1929
C 2.8765 -0.4867 -1.2388
C 0.1216 4.6075 1.0166
C -2.3331 -3.4745 2.2348
C -2.0871 -3.2757 0.8876
H -2.7032 -4.4287 2.5821
H 0.8732 -2.4002 -0.6907
H -1.1099 -0.8841 -1.3196
H 1.8904 0.0354 -4.9774
H -3.5572 4.0278 -2.7568
H 0.3676 5.6458 1.1617
H -2.0425 -2.2851 -1.6665
H -1.5061 4.2292 2.4626
H 6.3223 -2.1013 -0.4037
H -0.5445 -0.7608 4.4947
H -2.1932 -2.6529 4.2005
H -1.9092 -0.1353 -3.0929
H -2.0679 0.9496 5.4256
H -0.6357 0.6024 3.4260
H 0.3712 0.7547 -3.2161
H 1.5336 3.9645 -0.6005
H -2.9858 -0.5070 5.0638
H -0.1147 -3.7828 -1.1417
H 4.8072 -1.4020 1.4251
H -2.2477 1.3509 2.2070
H 4.0434 -1.0147 -4.4042
H -3.1009 0.8743 3.9985
H 0.3476 -2.6056 -2.3696
H 5.6574 -1.7757 -2.7531
H -1.5728 3.5407 -1.0907
H -2.2441 -4.0841 0.1859
*
```

**Energy**: -78536.966 eV
**Maximum force**: 0.0230 hartree/bohr

***

3.
This record from the OMol25 dataset describes a structure of composition C28H26MoN3O8PS2Se2. The level of theory is wB97M-V/def2-TZVPD.

ORCA input file:
```
! RIJCOSX wB97M-V def2-TZVPD def2/J DEFGRID3
* xyz -1 4
Mo -0.2263 -0.6299 0.4295
Se 1.7083 -3.5093 2.1550
Se 4.0609 -0.0987 2.4624
S 2.5625 0.4743 0.1940
S -1.7133 -0.3238 -1.5924
P -0.0762 0.6481 -2.4124
O -0.2374 0.2061 -4.0098
O 0.8053 -1.9092 -0.7026
O -0.4927 2.2305 -2.4950
O -0.2303 1.3365 0.6699
O -3.6905 -1.2945 2.6589
O 1.3298 2.9341 0.7238
O -1.9921 -0.3857 1.4982
O 1.0533 -3.9136 -1.6828
N 3.4957 -0.9766 -0.0117
N -1.1918 -2.5426 0.5892
N 0.5460 -0.9296 2.5542
C -3.2838 3.9476 1.5363
C 0.2714 -1.2782 5.3025
C -1.5480 3.8662 -3.8835
C -2.2611 -2.6822 1.3580
C 4.2540 -2.8342 -1.2383
C 0.1935 0.0885 3.3761
C 5.0312 -2.4534 1.0048
C 0.0573 -0.0187 4.7301
C 0.1796 2.5645 0.8441
C 4.2361 -1.3080 1.0633
C 3.4900 -1.7042 -1.1483
C -1.2490 -4.8265 0.0013
C 5.0338 -3.2093 -0.1403
C -1.7588 2.6579 -2.9991
C -2.8616 -3.9110 1.5318
C -1.6537 5.6608 1.9882
C 0.4911 0.7935 -6.2086
C 0.6821 -2.3041 4.5019
C -2.9773 5.2403 1.9406
C -2.3421 -4.9985 0.8369
C -2.7283 -1.3689 1.9280
C 0.9228 0.3973 -4.8139
C -2.2683 3.0696 1.1815
C 0.8797 -2.1270 3.1072
C -0.6386 4.7884 1.6263
C 0.5033 -3.1709 -0.9060
C -0.9455 3.4951 1.2228
C -0.6837 -3.5706 -0.0733
H -3.7706 5.9216 2.2232
H -0.2289 0.8448 5.3122
H 2.8426 -1.3438 -1.9316
H -1.4151 6.6672 2.3088
H 1.3591 0.9383 -6.8550
H -3.7240 -3.9787 2.1792
H 0.1207 -1.4375 6.3637
H -2.2384 1.8456 -3.5508
H -4.3139 3.6170 1.5051
H -1.0209 4.6491 -3.3373
H -2.3943 2.9042 -2.1446
H -0.9525 3.6037 -4.7592
H 0.8986 -3.2835 4.9034
H 5.6016 -2.7339 1.8777
H -0.1407 0.0198 -6.6460
H -2.5073 4.2639 -4.2217
H 1.4907 -0.5386 -4.8400
H -2.4860 2.0510 0.8867
H -0.8075 -5.6314 -0.5682
H 5.6322 -4.1101 -0.1873
H 0.0005 1.0327 2.8900
H 0.4003 5.0914 1.6451
H -0.0791 1.7225 -6.1794
H 4.2163 -3.4257 -2.1398
H -2.7911 -5.9770 0.9479
H 1.5706 1.1671 -4.3810
*
```

**Energy**: -213822.554 eV
**Maximum force**: 0.0155 hartree/bohr

***

4.
This record from the OMol25 dataset describes a structure of composition C28H26N2O3PPtS at a distorted geometry. The level of theory is wB97M-V/def2-TZVPD.

ORCA input file:
```
! RIJCOSX wB97M-V def2-TZVPD def2/J DEFGRID3
* xyz 3 1
Pt -0.8591 0.4998 -0.1463
S -3.4016 -0.4588 -0.3025
P 0.7214 -1.5298 -0.1261
O -3.0764 0.7153 0.5394
O -3.7906 -0.1533 -1.6522
O -2.0513 -1.2417 -0.2760
N -0.3046 2.4432 0.0239
N -1.3459 1.1354 -2.0929
C -0.5822 -0.7305 2.1735
C 1.3632 -4.8481 1.9605
C 2.5180 0.1028 -1.4273
C 0.5537 -0.5492 1.3459
C 0.2446 3.0295 1.0751
C 1.6824 0.5525 3.1862
C 0.3132 4.4174 1.2111
C 3.6743 0.2946 -2.1443
C 1.6938 0.1252 1.8865
C -0.2196 5.2210 0.2351
C -1.7979 4.7339 -3.1148
C 0.5172 -3.1935 0.4667
C 0.5263 0.4029 3.9752
C 0.3746 -5.7231 1.5187
C 2.8761 -2.3175 -1.5292
C 4.0328 -2.1070 -2.2514
C -1.8047 3.3254 -3.2003
C 4.4293 -0.8095 -2.5567
C 1.4445 -3.5656 1.4527
C -0.8048 4.6343 -0.9072
C -0.8372 3.2289 -0.9801
C -0.6001 -0.2069 3.4692
C -0.5415 -5.3355 0.5489
C -1.3530 2.5959 -2.1356
C -1.3213 5.3709 -2.0028
C -4.7203 -1.2721 0.5113
C -0.4769 -4.0589 0.0112
C 2.1364 -1.2053 -1.0667
H 0.6299 2.3806 1.8488
H 2.5884 0.2332 1.2870
H 0.7791 4.8309 2.0934
H 2.5536 -3.3247 -1.2998
H -5.4978 -0.5110 0.5757
H -2.1764 5.3077 -3.9492
H -1.4077 -1.3364 1.8297
H -1.4768 -0.3411 4.0871
H -1.1802 -3.7493 -0.7489
H -1.3156 6.4520 -1.9519
H 0.5351 0.7514 5.0000
H -1.2957 -6.0281 0.2022
H 3.9936 1.2927 -2.4089
H 1.9091 0.9534 -1.1372
H 4.6221 -2.9493 -2.5856
H 2.0790 -5.1677 2.7055
H -0.1877 6.2993 0.3280
H -2.3172 0.7935 -2.2287
H -0.8100 0.7034 -2.8441
H -5.0568 -2.1028 -0.1065
H -2.1822 2.8417 -4.0920
H 2.5664 1.0080 3.6122
H 2.2069 -2.8845 1.8106
H 0.3189 -6.7168 1.9428
H 5.3232 -0.6501 -3.1457
H -4.4136 -1.6086 1.4970
*
```

**Energy**: -61923.643 eV
**ΔE to the lowest compared entry with this formula, charge and spin**: 44.6 kcal/mol
**Maximum force**: 0.0363 hartree/bohr

***

5.
This record from the OMol25 dataset describes a structure of composition C28H26N5O4Re. The level of theory is wB97M-V/def2-TZVPD.

ORCA input file:
```
! RIJCOSX wB97M-V def2-TZVPD def2/J DEFGRID3
* xyz 1 2
Re 0.7646 -0.6276 0.1061
O -1.7064 -3.5265 0.9035
O 2.5956 -0.2532 1.1212
O 1.5233 -4.3055 -0.3169
O 0.0332 3.0020 1.6771
N -0.7303 -1.7764 -0.3089
N 4.1555 -1.9036 1.5991
N 2.1304 -2.2690 0.4800
N -0.3709 -0.4430 1.7355
N 0.4064 1.2912 0.1438
C -1.2120 0.8842 3.4640
C 1.6840 2.6575 -1.4476
C 0.0651 1.8376 1.3909
C -1.0624 -2.2710 -1.6077
C -0.7152 3.3881 -2.6757
C -1.1649 -1.4726 2.0326
C -1.9146 -0.2285 3.9067
C 3.5992 -4.1053 0.8448
C -0.3538 -2.7504 -3.8488
C -1.9468 -1.4120 3.1620
C -1.2396 -2.4311 0.8594
C -0.0695 -2.2449 -2.5915
C 5.0618 -0.9583 2.2517
C -2.0670 2.0886 -0.9987
C 2.9970 -1.4771 1.0869
C 4.4366 -3.2587 1.4587
C 2.3332 -3.6315 0.2787
C 0.4570 2.1964 -0.9701
C -2.6087 -3.1782 -3.1830
C 1.6806 3.4836 -2.5657
C -0.4518 0.7502 2.3147
C -1.6113 -3.2547 -4.1343
C 2.9709 2.2912 -0.7607
C -3.5317 -2.4871 -0.9759
C 1.3023 -1.6706 -2.3723
C -2.3695 -2.6594 -1.9124
C -0.7558 2.5586 -1.5633
C 0.4928 3.8436 -3.1785
H 2.6226 3.8591 -2.9460
H 2.0215 -2.3889 -1.9901
H -2.5158 -0.1530 4.8031
H 1.6828 -1.2403 -3.2986
H 5.4292 -0.2285 1.5333
H -3.3841 -1.6678 -0.2702
H 3.7309 3.0416 -0.9722
H 0.5071 4.4861 -4.0488
H -4.4284 -2.2594 -1.5501
H 1.3424 -0.7323 -1.7357
H -2.8639 2.1977 -1.7318
H -2.3362 2.6801 -0.1195
H -3.6122 -3.5014 -3.4306
H -1.6434 3.6781 -3.1523
H 4.5428 -0.4402 3.0546
H -3.7115 -3.3962 -0.4009
H -1.2894 1.8422 3.9584
H 5.3818 -3.5699 1.8797
H -1.8242 -3.6611 -5.1136
H 2.8399 2.2147 0.3173
H 5.8996 -1.5126 2.6638
H -2.5950 -2.2345 3.4292
H 3.8432 -5.1515 0.7458
H 3.3606 1.3291 -1.1090
H -2.0323 1.0388 -0.6959
H 0.4140 -2.7427 -4.6128
*
```

**Energy**: -47224.566 eV
**ΔE to the lowest compared entry with this formula, charge and spin**: 10.3 kcal/mol
**Maximum force**: 0.0128 hartree/bohr

***

6.
This record from the OMol25 dataset describes a structure of composition C28H27B2Cl4F6O3 at a distorted geometry. The level of theory is wB97M-V/def2-TZVPD.

ORCA input file:
```
! RIJCOSX wB97M-V def2-TZVPD def2/J DEFGRID3
* xyz -1 1
Cl 2.5249 1.7947 3.9592
Cl 1.6577 -0.4738 5.9312
Cl -6.3249 0.5684 5.6071
Cl 2.1307 -1.0260 2.9466
F 5.5806 -1.1848 -1.0575
F 0.9371 -2.6889 -5.0485
F -0.2552 -3.8395 -3.5894
F 4.8008 -2.3983 0.6127
F 5.4036 -3.3701 -1.2774
F 1.7523 -4.5463 -4.1925
O 0.0711 0.5840 3.9692
O -0.1576 1.2080 -2.0573
O 1.7840 1.8078 -0.8595
C -2.2316 -0.1520 3.9115
C -1.4716 -1.1937 1.0208
C 1.0243 -3.4333 -3.8958
C -0.9602 -2.4994 0.9977
C 1.4835 -0.6350 -1.4533
C 1.5564 2.8637 -1.8094
C -0.9725 3.3831 -1.4254
C 2.8957 -2.8761 -2.2991
C 0.8707 -1.5457 -2.3074
C -2.4820 -0.8276 0.1251
C 2.5981 2.6581 -2.9219
C -0.2929 2.8628 -3.7401
C -0.9036 -0.1032 1.9078
C -3.1305 -1.2197 3.9999
C -2.6773 1.1498 4.1165
C 1.8397 4.1797 -1.1154
C 0.0438 2.6273 -2.2752
C -2.4817 -3.0585 -0.8145
C 3.3895 -2.0723 -1.2761
C 2.6525 -1.0051 -0.7869
C 4.7905 -2.2705 -0.7517
C -4.4049 -1.0111 4.5413
C 1.6087 -2.6191 -2.7746
C -3.9519 1.3801 4.6328
C -0.8016 -0.3333 3.3749
C -1.4317 -3.4022 0.0405
C -2.9808 -1.7516 -0.7851
C -4.7953 0.2884 4.9047
B 1.0060 0.8132 -1.4215
B 1.4284 0.3060 4.2341
H -3.7601 -1.4179 -1.4805
H -0.8129 3.2371 -0.3489
H -5.0962 -1.8453 4.6794
H 2.6236 3.5231 -3.5952
H -2.8246 -2.1970 3.6138
H -2.0157 1.9720 3.8439
H 3.4771 -3.6987 -2.6933
H 1.7740 4.9958 -1.8492
H -2.9214 -3.7881 -1.5067
H -0.1123 3.9081 -4.0209
H 1.1419 4.3887 -0.2981
H -2.9127 0.1793 0.2249
H -4.2835 2.3962 4.8333
H 2.8576 4.1745 -0.7067
H -1.9937 3.0570 -1.6666
H 2.4166 1.7381 -3.4981
H -0.4317 -1.3526 3.5963
H -1.5507 0.7825 1.7671
H 0.2816 2.1966 -4.3995
H -1.3640 2.6502 -3.8961
H -0.9127 4.4543 -1.6521
H 0.0675 0.1885 1.4771
H -0.2277 -2.8054 1.7475
H 3.0044 -0.4462 0.0717
H -0.9838 -4.3943 -0.0494
H 3.5830 2.5543 -2.4430
H -0.1457 -1.3885 -2.6487
*
```

**Energy**: -103375.526 eV
**Maximum force**: 0.0402 hartree/bohr

***

7.
This record from the OMol25 dataset describes a structure of composition C28H27BiN3SSi at a distorted geometry. The level of theory is wB97M-V/def2-TZVPD.

ORCA input file:
```
! RIJCOSX wB97M-V def2-TZVPD def2/J DEFGRID3
* xyz 1 1
Bi -0.2667 0.0414 -0.6989
S 2.4754 2.1832 -4.1066
Si -0.4909 -3.0603 -4.2201
N 1.3220 4.5763 -0.1233
N 0.3886 2.6177 0.4270
N 1.1727 1.3639 -2.0342
C -3.0073 -4.1317 -3.7511
C 1.4063 2.7469 -1.8368
C -0.0013 -2.0190 -2.3826
C 0.4053 4.1827 3.8488
C -0.1085 -6.0405 -4.1557
C 0.9441 -1.6030 1.1585
C -2.2253 -3.5595 -4.7626
C 0.9894 3.3241 -0.5632
C 1.5761 -4.6667 -3.1251
C -0.7607 -0.3222 2.1265
C 2.1094 3.3516 -2.8441
C -4.3664 -4.4404 -3.9584
C 1.1887 5.6954 2.1068
C 2.2050 -5.8045 -2.6096
C 0.3795 3.4350 1.5649
C -1.1834 -1.6635 2.0245
C 0.1468 3.1876 2.9305
C 0.9367 4.6796 1.2047
C 1.6695 -7.0751 -2.8464
C 1.7256 0.9685 -3.2078
C 0.3497 -4.7546 -3.8049
C 0.5744 -0.2508 1.6216
C -4.1575 -3.7466 -6.2612
C -0.1401 -2.4343 1.4319
C 0.5317 -7.1877 -3.6540
C 0.9052 5.4372 3.4417
C -2.8031 -3.4312 -6.0484
C -4.9554 -4.2313 -5.2069
H 1.5678 6.6583 1.7684
H -2.5697 -4.3533 -2.7728
H -0.3423 -1.5960 -4.4478
H 2.3763 4.4015 -2.8874
H 1.7582 -0.0843 -3.5007
H -0.1670 -3.4990 1.2990
H -1.2591 0.4691 2.6465
H 0.2172 3.9709 4.8954
H -6.0146 -4.4478 -5.3564
H 2.1381 -7.9572 -2.4142
H 0.1016 -1.0563 -2.8933
H 0.9429 -2.4899 -2.0548
H -2.1336 -2.0688 2.3709
H 1.7560 5.2980 -0.6860
H 0.3855 -2.8107 -5.3484
H 1.0828 6.1941 4.2233
H 1.2432 0.5870 1.7312
H 0.1398 -8.1789 -3.8858
H -4.9467 -4.8452 -3.1267
H 2.0561 -3.6882 -2.9852
H -0.2138 2.1906 3.1863
H -4.6159 -3.6151 -7.2457
H -0.9675 -6.1671 -4.8264
H 3.1161 -5.6897 -2.0243
H -0.9786 -2.5016 -2.1886
H 1.9510 -1.8822 0.9184
H -2.1996 -3.0874 -6.9001
*
```

**Energy**: -58484.878 eV
**ΔE to the lowest compared entry with this formula, charge and spin**: 27.3 kcal/mol
**Maximum force**: 0.0586 hartree/bohr